No. 1
The following is a DFT calculation (ωB97M-V/def2-TZVPD) of a structure of composition C2H5PS3 in a non-equilibrium geometry.

```
11
C2H5PS3 ωB97M-V/def2-TZVPD
S -1.594 -1.602 0.014
S 1.975 -0.375 -0.097
S -1.901 1.915 -0.090
P -0.663 0.409 -0.149
C 0.677 0.215 1.088
C 0.644 0.039 -1.411
H 0.290 -0.433 1.969
H 0.961 0.936 -1.788
H -1.832 -1.573 1.239
H 0.381 -0.604 -2.276
H 1.062 1.073 1.499
```

Calculated values
* Kohn-Sham gap: 9.4249 eV
* energy relative to the best compared isomer or geometry (same formula, charge and spin): 0.158 eV
* LUMO: 0.3 eV

***

No. 2
The following is a DFT calculation (ωB97M-V/def2-TZVPD) of a structure of composition C23H18MoN3O2S2.

```
49
C23H18MoN3O2S2 ωB97M-V/def2-TZVPD
Mo 1.215 0.848 -1.062
S 2.249 3.005 4.415
S -2.297 -4.799 -3.476
O 2.180 0.726 -3.838
O 1.118 3.436 -1.158
N 0.054 -0.777 -1.202
N 0.808 0.542 1.071
N 1.796 0.786 -2.764
C 1.063 4.907 -1.434
C -0.859 2.931 -2.473
C -1.079 -2.302 2.555
C -1.335 -3.360 -3.507
C -1.444 -2.959 1.439
C -1.072 -2.469 0.135
C 0.066 -0.607 1.209
C -2.218 -4.957 -5.153
C 1.169 1.207 2.149
C -0.270 -1.465 -2.317
C -1.397 -3.132 -1.033
C 1.089 1.280 5.947
C -0.974 -3.058 -4.813
C 0.855 0.791 3.474
C -1.477 -3.967 -5.748
C -0.999 -2.653 -2.305
C 0.104 -0.378 3.596
C 2.329 3.213 6.095
C -0.328 -1.275 0.039
C 1.669 2.222 6.795
C 0.295 2.581 -1.635
C 1.307 1.557 4.601
C -0.305 -1.095 2.475
H -0.171 -0.748 4.577
H -1.311 -3.910 -6.813
H -1.592 2.131 -2.489
H -0.362 -2.212 -5.098
H 2.863 4.060 6.506
H -1.356 -2.675 3.533
H 0.531 0.428 6.312
H 1.981 5.295 -1.014
H -0.488 3.068 -3.500
H 1.616 2.189 7.874
H -1.325 3.870 -2.166
H -2.721 -5.781 -5.640
H -2.020 -3.874 1.498
H -1.962 -4.055 -0.964
H 0.055 -1.031 -3.249
H 1.740 2.115 1.994
H 1.022 5.047 -2.509
H 0.191 5.304 -0.927
```

Calculated values
* Kohn-Sham gap (spin up / spin down): 3.4620 / 3.4635 eV
* net charge: +3
* LUMO (spin up / spin down): -12.4 / -12.4 eV

***

No. 3
The following is a DFT calculation (ωB97M-V/def2-TZVPD) of a structure of composition C8H19NO in a non-equilibrium geometry.

```
29
C8H19NO ωB97M-V/def2-TZVPD
O 0.752 -0.546 -1.483
N 1.076 -0.097 0.968
C 0.660 -2.326 2.086
C -1.262 0.139 -2.524
C -0.524 1.775 -0.527
C -0.552 -1.982 1.251
C 0.940 1.402 -2.804
C 0.087 0.504 -1.913
C -0.310 -0.092 3.029
C 0.260 -0.892 1.883
H -1.806 1.015 -2.874
H -0.947 0.711 2.656
H -0.913 -0.730 3.674
H -1.297 1.272 0.062
H -1.533 -2.179 1.661
H -0.469 -2.107 0.180
H 0.485 0.346 3.637
H 1.539 -2.688 1.568
H 1.250 0.831 -3.684
H 0.105 2.461 0.054
H 2.023 0.031 1.305
H -1.041 2.466 -1.192
H 0.398 2.287 -3.131
H -1.092 -0.526 -3.373
H 0.609 0.846 0.708
H 0.510 -2.762 3.064
H -1.862 -0.392 -1.787
H 1.066 -0.465 -0.218
H 1.846 1.697 -2.276
```

Calculated values
* Kohn-Sham gap: 8.8601 eV
* energy relative to the best compared isomer or geometry (same formula, charge and spin): 3.494 eV
* LUMO: 0.8 eV

***

no.,E_tot (a.u.)
1,-1615.10847
2,-2065.46199
3,-446.10431